{
  "formula": "C29H41N9O4Sc",
  "method": "wB97M-V/def2-TZVPD",
  "symbols": ["Sc", "C", "C", "N", "C", "C", "N", "C", "C", "C", "N", "C", "C", "N", "C", "H", "H", "H", "H", "H", "H", "H", "H", "H", "H", "H", "H", "H", "H", "H", "H", "H", "H", "H", "H", "H", "H", "H", "H", "O", "C", "C", "C", "C", "C", "C", "C", "O", "N", "N", "C", "C", "C", "C", "C", "C", "C", "O", "H", "H", "H", "H", "H", "H", "H", "H", "H", "H", "C", "N", "C", "C", "C", "N", "C", "O", "N", "H", "H", "H", "H", "H", "H", "H"],
  "xyz": [[-0.0189, 0.2155, 0.4896], [-0.7483, 3.4202, -0.3955], [0.0130, 3.4461, 0.9263], [-0.1387, 2.1932, 1.6996], [0.5289, 2.2777, 3.0240], [-0.4859, 2.6329, 4.1059], [-1.6082, 1.6910, 4.1014], [-1.3523, 0.3932, 4.7454], [-1.0976, -0.7365, 3.7476], [-2.2452, -0.8999, 2.7454], [-1.8202, -1.0191, 1.3247], [-2.9653, -0.8022, 0.4086], [-3.2540, 0.6855, 0.2712], [-2.0623, 1.3623, -0.2500], [-2.1512, 2.8336, -0.2634], [-0.1969, 2.8408, -1.1443], [-0.8019, 4.4406, -0.7762], [1.0771, 3.5922, 0.7395], [-0.3359, 4.2910, 1.5315], [-1.1289, 2.0942, 1.9411], [1.3187, 3.0280, 2.9810], [1.0031, 1.3260, 3.2491], [-0.8870, 3.6316, 3.9147], [0.0304, 2.6685, 5.0738], [-2.4105, 2.1277, 4.5294], [-2.2205, 0.1425, 5.3579], [-0.4959, 0.4678, 5.4251], [-0.9347, -1.6622, 4.3011], [-0.1639, -0.5390, 3.2179], [-2.8758, -0.0153, 2.8118], [-2.8706, -1.7594, 3.0036], [-1.4942, -1.9781, 1.1632], [-3.8566, -1.3239, 0.7693], [-2.6969, -1.2113, -0.5656], [-3.4919, 1.1294, 1.2405], [-4.1294, 0.8362, -0.3695], [-1.9597, 1.0519, -1.2152], [-2.6180, 3.1689, 0.6687], [-2.7960, 3.1740, -1.0775], [-2.5624, -0.0375, -3.0774], [-1.6390, -0.3045, -4.0600], [-2.0568, -0.6208, -5.3445], [-1.1296, -0.8219, -6.3545], [0.2247, -0.6874, -6.0912], [0.6376, -0.3725, -4.8062], [-0.2753, -0.2020, -3.7693], [0.2202, 0.0508, -2.3925], [-0.4207, -0.5054, -1.4012], [1.2932, 0.7677, -2.2433], [1.6163, 0.8002, -0.8818], [2.8559, 0.9750, -0.6012], [3.4268, 0.8195, 0.7130], [4.7557, 1.2237, 0.9116], [5.4007, 1.0059, 2.1067], [4.7215, 0.3330, 3.1256], [3.4242, -0.0969, 2.9476], [2.7418, 0.1439, 1.7485], [1.4894, -0.2527, 1.6141], [-3.4358, -0.0518, -3.4843], [-3.1183, -0.6959, -5.5573], [-1.4704, -1.0679, -7.3515], [0.9518, -0.8196, -6.8808], [1.6896, -0.2519, -4.5862], [3.5326, 1.1971, -1.4268], [5.2767, 1.7134, 0.0964], [6.4218, 1.3306, 2.2486], [5.2228, 0.1341, 4.0645], [2.9060, -0.6421, 3.7270], [2.7399, -2.5156, -2.9549], [1.5631, -2.9092, -2.1866], [0.4549, -3.3932, -2.7762], [-0.6189, -3.7869, -2.0416], [-0.4840, -3.6460, -0.6384], [0.5572, -3.1247, -0.0409], [1.6401, -2.7306, -0.7846], [2.6485, -2.2401, -0.3192], [-1.5179, -4.0400, 0.1915], [2.5893, -2.7968, -3.9945], [3.6198, -3.0135, -2.5570], [2.8862, -1.4396, -2.8732], [0.4782, -3.4599, -3.8563], [-1.5008, -4.2010, -2.5039], [-1.2083, -4.3315, 1.1076], [-2.2066, -4.6514, -0.2169]],
  "forces_ev_per_angstrom": [[-0.0285, -0.0904, -0.0809], [-0.0617, -0.0471, -0.0241], [-0.0450, 0.0238, -0.0063], [-0.0316, -0.0448, 0.0425], [-0.0806, 0.0054, 0.0094], [0.0370, -0.0272, 0.0015], [0.0812, 0.0287, -0.0104], [-0.0348, 0.0825, -0.0046], [0.0536, 0.0265, -0.2037], [0.0118, 0.0065, 0.0547], [0.0808, -0.1625, 0.0768], [-0.0029, 0.0484, 0.0592], [0.0053, -0.0203, 0.0454], [0.0354, 0.0838, -0.0894], [0.0823, 0.0025, 0.0438], [0.0087, 0.0199, -0.0134], [0.0059, 0.0032, -0.0093], [0.0104, 0.0016, 0.0067], [0.0124, 0.0023, 0.0089], [-0.0181, 0.0209, -0.0106], [0.0160, -0.0123, 0.0172], [0.0020, -0.0015, 0.0213], [-0.0152, -0.0093, 0.0036], [-0.0237, -0.0068, -0.0060], [0.0096, 0.0419, 0.0130], [-0.0110, -0.0176, 0.0144], [-0.0353, -0.0218, 0.0289], [0.0361, -0.0191, 0.0003], [0.0146, -0.0552, -0.0079], [-0.0189, 0.0166, -0.0252], [-0.0203, -0.0062, -0.0121], [-0.0770, 0.1734, 0.0606], [-0.0020, -0.0194, 0.0120], [0.0050, -0.0003, -0.0274], [-0.0243, -0.0240, 0.0134], [0.0094, -0.0055, -0.0283], [0.0243, -0.0320, -0.0084], [-0.0161, -0.0218, 0.0038], [-0.0172, 0.0157, -0.0033], [0.0310, -0.0181, 0.0080], [0.1049, 0.0416, -0.0139], [-0.0356, -0.0209, -0.0295], [-0.0240, 0.0036, -0.0025], [0.0356, 0.0180, 0.0428], [0.0135, -0.0405, -0.1207], [-0.0597, 0.0223, 0.0555], [0.0469, -0.0120, -0.0258], [0.0146, -0.0174, 0.0284], [-0.0103, 0.0193, -0.0655], [-0.1119, -0.0147, 0.1251], [0.0779, 0.0461, -0.1049], [-0.0526, -0.0229, 0.0096], [0.0433, 0.0059, 0.0095], [-0.0199, -0.0133, 0.0151], [0.0200, 0.0251, -0.0423], [-0.0427, -0.0347, 0.0663], [0.0534, 0.0201, 0.0125], [0.0368, 0.0300, 0.0276], [-0.0226, 0.0037, 0.0232], [0.0096, -0.0015, 0.0015], [-0.0111, 0.0012, 0.0109], [0.0000, 0.0003, 0.0109], [-0.0154, 0.0061, 0.0364], [0.0017, -0.0170, -0.0041], [-0.0155, -0.0037, 0.0008], [-0.0053, -0.0023, -0.0022], [-0.0016, -0.0007, -0.0040], [0.0001, -0.0027, -0.0101], [-0.0677, 0.0124, -0.0091], [-0.0024, -0.0245, -0.0376], [-0.0985, -0.0628, 0.1406], [0.2087, 0.0842, -0.1563], [-0.1056, -0.0924, 0.1472], [-0.0312, 0.0338, 0.0004], [0.0579, 0.0692, -0.0255], [-0.0297, -0.0277, -0.0331], [0.0001, 0.0305, -0.0599], [-0.0125, 0.0157, -0.0022], [0.0076, -0.0208, 0.0225], [0.0279, 0.0123, -0.0079], [-0.0077, -0.0068, 0.0038], [-0.0018, 0.0113, -0.0123], [0.0214, 0.0013, 0.0021], [-0.0055, -0.0149, 0.0028]],
  "lowdin_charge": [1.04, -0.15, -0.19, -0.11, -0.17, -0.19, -0.07, -0.20, -0.15, -0.18, -0.10, -0.18, -0.18, -0.11, -0.18, 0.10, 0.12, 0.13, 0.13, 0.08, 0.13, 0.09, 0.12, 0.12, 0.11, 0.12, 0.12, 0.12, 0.07, 0.10, 0.13, 0.08, 0.13, 0.11, 0.11, 0.13, 0.09, 0.13, 0.13, 0.05, -0.24, -0.02, -0.07, -0.07, -0.03, -0.09, -0.44, -0.16, 0.10, -0.05, -0.04, -0.14, -0.03, -0.08, -0.06, -0.01, -0.33, -0.19, 0.11, 0.12, 0.11, 0.11, 0.11, 0.14, 0.12, 0.10, 0.11, 0.12, 0.00, -0.02, -0.04, 0.00, -0.40, 0.19, -0.50, 0.08, 0.13, 0.09, 0.10, 0.08, 0.14, 0.11, 0.11, 0.10],
  "lumo_ha": -0.07687,
  "orbital_gap_ev": 8.157,
  "total_charge": 1,
  "relative_energy_kcal_mol": 30.7
}